Molecular formula: C31H26GeN4OReS3Se
Method: DFT, the ωB97M-V functional and the def2-TZVPD basis

Properties
* multiplicity: 4
* relative energy (zero: lowest compared OMol25 entry of this formula, charge and spin): 24.93 kJ/mol
* HOMO-LUMO gap (spin up / spin down): 5.67 / 3.97 eV
* total charge: +2
* DFT total energy: -197059.30087 eV

Atoms and positions in Å:
Re1 0.101 -0.389 0.830
N1 -2.461 -0.243 4.242
C1 -3.507 -0.091 3.383
C2 -2.988 -0.116 2.116
N2 -1.648 -0.282 2.197
C3 -1.340 -0.349 3.494
C4 0.040 -0.532 3.812
N3 0.913 -0.466 2.792
C5 2.137 -0.785 3.307
C6 2.005 -1.035 4.643
N4 0.685 -0.871 4.947
H1 -2.531 -0.242 5.249
H2 -4.517 0.021 3.722
H3 -3.488 -0.028 1.171
H4 3.015 -0.822 2.692
H5 2.738 -1.304 5.377
H6 0.289 -0.981 5.868
Ge1 -0.245 2.155 0.365
C7 -0.822 2.522 -1.476
C8 0.123 2.716 -2.481
C9 -0.264 3.247 -3.698
C10 -1.597 3.551 -3.930
C11 -2.545 3.334 -2.942
C12 -2.159 2.812 -1.721
C13 1.336 3.261 0.799
C14 2.394 2.832 1.590
C15 3.463 3.673 1.847
C16 3.491 4.943 1.295
C17 2.454 5.362 0.477
C18 1.371 4.533 0.237
H7 -1.446 2.438 1.288
H8 1.163 2.480 -2.288
H9 0.473 3.425 -4.466
H10 -1.894 3.964 -4.882
H11 -3.580 3.587 -3.109
H12 -2.895 2.658 -0.944
H13 2.387 1.824 1.991
H14 4.282 3.332 2.460
H15 4.328 5.598 1.486
H16 2.492 6.331 0.004
H17 0.560 4.865 -0.399
Se1 2.007 0.000 -0.390
O1 -0.980 -1.209 -0.570
C19 -0.377 -2.251 -1.295
C20 -1.346 -3.301 -1.788
C21 -2.695 -3.418 -1.638
C22 -3.191 -4.621 -2.178
C23 -2.210 -5.406 -2.720
S1 -0.669 -4.692 -2.602
C24 0.296 -1.610 -2.484
C25 1.583 -1.636 -2.969
C26 1.730 -0.870 -4.143
C27 0.571 -0.268 -4.527
S2 -0.731 -0.616 -3.470
C28 0.491 -3.012 -0.297
C29 0.001 -3.264 0.980
C30 0.912 -3.984 1.773
C31 2.051 -4.303 1.096
S3 2.043 -3.729 -0.521
H18 -3.306 -2.658 -1.185
H19 -4.226 -4.903 -2.152
H20 -2.311 -6.372 -3.177
H21 2.379 -2.227 -2.557
H22 2.657 -0.773 -4.681
H23 0.406 0.360 -5.379
H24 -1.018 -3.054 1.279
H25 0.720 -4.264 2.794
H26 2.900 -4.851 1.453